{
  "formula": "C3H9N3O",
  "method": "wB97M-V/def2-TZVPD",
  "species": ["C", "C", "C", "N", "N", "N", "O", "H", "H", "H", "H", "H", "H", "H", "H", "H"],
  "positions_angstrom": [[-0.53487, -2.11223, 0.28346], [0.45594, -1.23009, 0.39367], [0.70777, -0.12319, -0.49402], [-1.23390, 1.41211, 0.71974], [1.76258, 0.62746, -0.29653], [-0.07582, 0.10816, -1.60963], [2.64877, 0.50455, 0.61313], [-0.65129, -2.91082, 0.99431], [-1.25499, -2.07741, -0.51764], [1.17781, -1.29553, 1.19639], [-1.85143, 0.88549, 1.33178], [-0.38507, 1.57655, 1.25218], [1.91166, 1.39453, -0.97008], [-1.66585, 2.31821, 0.57018], [0.03869, 1.02904, -2.01063], [-1.05001, -0.10684, -1.45631]],
  "nbo_charge": [-0.356, -0.254, 0.336, -1.090, -0.078, -0.801, -0.597, 0.206, 0.186, 0.249, 0.365, 0.370, 0.339, 0.360, 0.374, 0.392],
  "relative_energy_kj_mol": 326.9,
  "lumo_ev": [0.530, 0.530],
  "charge": 0,
  "total_energy_ha": -359.11994,
  "homo_lumo_gap_ha": [0.29161, 0.29173]
}



{
  "formula": "C4H12S",
  "method": "wB97M-V/def2-TZVPD",
  "species": ["C", "S", "C", "H", "H", "H", "H", "H", "H", "C", "C", "H", "H", "H", "H", "H", "H"],
  "positions_angstrom": [[-3.11832, 0.97384, -0.04050], [-2.69321, 2.10014, -1.38701], [-0.93579, 1.72335, -1.65444], [-3.04342, 1.38138, 0.94559], [-4.19375, 0.73252, -0.31386], [-2.64031, 0.03081, -0.19107], [-0.50166, 2.73151, -1.58038], [-0.70628, 1.43158, -2.66823], [-0.54977, 0.99118, -0.95385], [1.70334, -1.64566, 1.45540], [2.84626, -1.39287, 0.49977], [1.20206, -0.72472, 1.71453], [1.01287, -2.38931, 1.07563], [2.09921, -2.11237, 2.39021], [3.03628, -0.35386, 0.22576], [2.70886, -1.81115, -0.50758], [3.77364, -1.66639, 0.99004]],
  "nbo_charge": [-0.745, 0.167, -0.746, 0.215, 0.229, 0.217, 0.222, 0.217, 0.223, -0.617, -0.624, 0.207, 0.207, 0.205, 0.205, 0.208, 0.209],
  "relative_energy_kj_mol": 67.2,
  "smiles": "CSC.CC",
  "lumo_ev": 0.882,
  "charge": 0,
  "total_energy_ha": -557.74481,
  "homo_lumo_gap_ha": 0.34100
}